Here is an isolated molecule of CH4N2O in a non-equilibrium geometry from the Open Molecules 2025 dataset. Energies are from the ωB97M-V functional and the def2-TZVPD basis.

```
8
CH4N2O the ωB97M-V functional and the def2-TZVPD basis
C -0.0264 0.1491 0.0361
N -1.3439 -0.2249 0.1711
N 0.8852 -0.7152 -0.3091
O 2.1050 -0.2774 0.0515
H -1.5141 -1.2116 0.0505
H -2.0352 0.3578 -0.2748
H 0.1265 1.2219 -0.1347
H 1.8030 0.7001 0.4094
```

The orbital gap is 9.43 eV. The energy above the lowest of the compared OMol25 structures with the same formula, charge and spin comes out at 361.5 kJ/mol. Its total charge is 0. The calculation puts the electronic energy at -225.15433 hartree.

Charges per atom according to natural (NBO) partitioning, unit e: C 0.1257; N -0.7975; N -0.1607; O -0.5094; H 0.3936; H 0.3780; H 0.1574; H 0.4129